# 1
{"formula": "C33H49FFeN4O7", "method": "ωB97M-V with the def2-TZVPD basis set", "gap_ev": [8.19, 7.86], "multiplicity": 5, "total_charge": 0, "lumo_ev": [-0.44, -0.73], "s2": 6.009, "elements": ["Fe", "F", "O", "O", "O", "O", "O", "O", "O", "N", "N", "N", "N", "C", "C", "C", "C", "C", "C", "C", "C", "C", "C", "C", "C", "C", "C", "C", "C", "C", "C", "C", "C", "C", "C", "C", "C", "C", "C", "C", "C", "C", "C", "C", "C", "C", "H", "H", "H", "H", "H", "H", "H", "H", "H", "H", "H", "H", "H", "H", "H", "H", "H", "H", "H", "H", "H", "H", "H", "H", "H", "H", "H", "H", "H", "H", "H", "H", "H", "H", "H", "H", "H", "H", "H", "H", "H", "H", "H", "H", "H", "H", "H", "H", "H"], "positions_angstrom": [[-1.72, -2.00, -1.04], [-2.96, 5.07, 1.43], [-1.37, 0.35, -4.18], [-1.54, -0.65, 0.65], [4.30, -1.34, 1.64], [1.77, -2.44, -3.72], [-0.10, -0.94, -1.94], [-0.50, -1.93, 3.06], [-3.87, 0.99, 1.58], [-0.63, -3.65, -0.18], [4.81, 1.52, 0.83], [0.01, 3.38, 5.96], [-2.08, -3.41, -2.74], [-1.13, 4.06, 5.54], [2.96, -1.06, 2.09], [-0.59, 5.61, -1.30], [2.94, -2.34, -2.89], [-1.01, -4.38, 0.93], [3.70, 1.52, 0.01], [-2.41, -5.19, -5.00], [-0.52, 0.30, 0.29], [0.51, 2.56, 4.94], [-1.29, 5.75, -0.09], [-0.16, -0.87, 4.04], [-1.63, 3.43, -1.56], [-0.41, -5.58, 1.28], [0.59, -6.06, 0.42], [0.44, -0.09, -0.91], [1.00, -5.37, -0.73], [-0.79, 4.42, -2.02], [-3.71, 0.70, 2.92], [0.34, -4.16, -0.95], [3.28, 3.88, 0.08], [-1.13, 3.20, 3.31], [-1.86, -3.90, -5.22], [-2.79, -5.55, -3.70], [-2.20, 4.83, 0.30], [4.43, 4.02, 0.86], [-0.59, 1.24, -4.96], [-1.68, 4.07, 4.23], [2.91, 2.63, -0.39], [5.09, 2.83, 1.25], [-0.02, 2.43, 3.70], [-1.74, -3.11, -4.04], [-2.31, 3.62, -0.35], [-2.59, -4.68, -2.65], [-3.06, -6.59, -3.59], [5.92, 2.94, 1.93], [0.78, 0.86, -1.32], [0.53, -3.65, -1.89], [0.06, 0.57, 1.18], [-2.78, -5.10, -1.68], [2.41, -1.50, 1.26], [-2.49, -5.86, -5.84], [1.32, 1.90, 5.19], [1.32, -0.61, -0.54], [-1.63, 4.71, 6.24], [-4.43, 1.11, 3.63], [-1.75, 2.48, -2.05], [-1.45, -3.70, -6.20], [3.25, -1.30, -2.81], [1.19, -1.76, -3.38], [-0.75, 2.27, -4.63], [-3.18, 0.48, 1.15], [-2.75, 1.05, 3.30], [-1.25, -2.17, -4.20], [2.82, 0.01, 2.24], [1.76, -5.75, -1.39], [2.02, 2.48, -0.98], [-3.72, -0.39, 3.02], [-0.83, 1.19, -6.02], [-0.83, -0.02, 4.00], [4.26, -2.25, 1.32], [-2.55, 4.65, 3.94], [-1.12, 6.62, 0.53], [0.49, 1.07, -4.94], [2.66, -1.60, 2.99], [4.68, 4.98, 1.28], [3.50, 0.54, -0.38], [-1.01, 1.25, 0.07], [-1.65, -3.95, 1.68], [-3.07, 2.95, 0.03], [0.88, -0.60, 3.83], [-1.50, 3.15, 2.30], [-0.62, -6.07, 2.21], [-0.25, -1.17, 5.08], [0.45, 1.73, 3.03], [2.66, -2.69, -1.90], [0.15, 6.33, -1.64], [-0.74, 0.07, -3.50], [-0.21, 4.25, -2.92], [3.78, -2.94, -3.24], [1.08, -6.99, 0.68], [2.70, 4.76, -0.15], [-0.76, -1.45, 2.26]]}

=====

# 2
{"formula": "C33H50CaN3OP2", "method": "ωB97M-V with the def2-TZVPD basis set", "gap_ev": 5.72, "de_lowest_kj_mol": 127.2, "total_charge": 1, "lumo_ev": -2.62, "elements": ["Ca", "P", "P", "O", "N", "N", "N", "C", "C", "C", "C", "C", "C", "C", "C", "C", "C", "C", "C", "C", "C", "C", "C", "C", "C", "C", "C", "C", "C", "C", "C", "C", "C", "C", "C", "C", "C", "C", "C", "C", "H", "H", "H", "H", "H", "H", "H", "H", "H", "H", "H", "H", "H", "H", "H", "H", "H", "H", "H", "H", "H", "H", "H", "H", "H", "H", "H", "H", "H", "H", "H", "H", "H", "H", "H", "H", "H", "H", "H", "H", "H", "H", "H", "H", "H", "H", "H", "H", "H", "H"], "positions_angstrom": [[-0.04, -0.15, 0.85], [-2.68, 0.05, 0.23], [2.52, -1.06, 0.52], [0.69, 2.82, 2.77], [-0.38, -0.20, 3.03], [-0.29, -1.65, -0.90], [0.26, 1.34, -0.95], [0.54, 2.65, -3.14], [0.64, -2.68, -0.93], [-3.23, 2.26, 1.88], [3.51, 1.38, -0.50], [-1.64, -2.66, -2.61], [-4.82, 1.73, -0.04], [-0.04, 0.01, 5.59], [1.05, 2.69, -5.51], [0.89, 1.97, -4.33], [3.42, -1.32, 2.15], [-2.36, -0.44, -1.52], [-3.36, 1.79, 0.41], [0.38, 1.93, -1.95], [-3.97, -1.03, 2.46], [-4.83, -1.62, 0.13], [2.47, -1.75, 3.29], [-3.60, -1.39, 1.00], [2.77, -0.43, -2.15], [0.34, 4.04, -3.13], [-2.74, -2.68, 1.00], [0.50, 4.77, -4.31], [1.87, -2.55, -0.18], [-0.18, -0.04, 4.17], [0.85, 4.09, -5.49], [4.89, -0.71, -0.86], [-2.56, 2.76, -0.48], [4.09, 0.02, 2.57], [0.52, 2.26, 1.77], [0.35, -3.82, -1.75], [4.39, -2.46, 1.91], [-1.38, -1.65, -1.68], [3.47, -0.14, -0.81], [-0.76, -3.77, -2.59], [-1.95, 0.45, -2.04], [4.17, 1.62, 0.34], [3.17, 0.25, -2.92], [5.38, -0.26, -1.73], [2.96, -1.47, -2.46], [1.78, -2.56, 2.97], [0.07, 4.52, -2.18], [3.06, -2.11, 4.15], [-3.81, 1.64, 2.57], [-3.61, 3.29, 1.92], [-1.03, 0.22, 6.02], [2.55, -3.41, -0.16], [0.67, 0.78, 5.91], [-4.68, -0.19, 2.50], [4.94, -2.61, 2.86], [-0.96, -4.59, -3.27], [-5.20, 2.76, -0.08], [5.10, -2.25, 1.11], [0.35, 5.86, -4.30], [1.08, -4.65, -1.73], [-2.57, -3.05, -0.02], [1.32, 2.16, -6.44], [-5.38, -2.45, 0.58], [5.48, -0.46, 0.04], [4.86, -1.81, -1.00], [1.69, -0.28, -2.11], [4.54, -0.12, 3.57], [3.89, 1.89, -1.40], [-2.58, 2.47, -1.54], [0.32, -0.97, 5.95], [-3.32, -3.45, 1.53], [2.51, 1.80, -0.30], [1.02, 0.88, -4.30], [-3.02, 3.76, -0.38], [3.82, -3.38, 1.67], [-5.45, 1.16, 0.66], [-4.91, 1.30, -1.06], [4.88, 0.32, 1.87], [-4.55, -1.90, -0.90], [-3.07, -0.77, 3.05], [-4.44, -1.92, 2.91], [3.36, 0.84, 2.64], [-2.52, -2.57, -3.26], [-3.35, -0.64, -1.97], [0.98, 4.65, -6.41], [1.88, -0.90, 3.63], [-1.52, 2.84, -0.16], [-2.17, 2.26, 2.21], [-1.77, -2.57, 1.51], [-5.48, -0.74, 0.09]]}

=====

# 3
{"formula": "C33H50F36N9O25S12", "method": "ωB97M-V with the def2-TZVPD basis set", "gap_ev": 5.73, "de_lowest_kj_mol": 0.0, "total_charge": -3, "lumo_ev": 1.69, "elements": ["S", "S", "S", "S", "S", "S", "S", "S", "S", "S", "S", "S", "F", "F", "F", "F", "F", "F", "F", "F", "F", "F", "F", "F", "F", "F", "F", "F", "F", "F", "F", "F", "F", "F", "F", "F", "F", "F", "F", "F", "F", "F", "F", "F", "F", "F", "F", "F", "O", "O", "O", "O", "O", "O", "O", "O", "O", "O", "O", "O", "O", "O", "O", "O", "O", "O", "O", "O", "O", "O", "O", "O", "O", "N", "N", "N", "N", "N", "N", "N", "N", "N", "C", "C", "C", "C", "C", "C", "C", "C", "C", "C", "C", "C", "C", "C", "C", "C", "C", "C", "C", "C", "C", "C", "C", "C", "C", "C", "C", "C", "C", "C", "C", "C", "C", "H", "H", "H", "H", "H", "H", "H", "H", "H", "H", "H", "H", "H", "H", "H", "H", "H", "H", "H", "H", "H", "H", "H", "H", "H", "H", "H", "H", "H", "H", "H", "H", "H", "H", "H", "H", "H", "H", "H", "H", "H", "H", "H", "H", "H", "H", "H", "H", "H", "H"], "positions_angstrom": [[-5.94, 5.70, -4.09], [5.19, 1.37, 4.24], [6.41, 2.53, -4.43], [-5.16, -6.73, -4.97], [5.56, -1.13, 4.02], [-6.72, 0.48, 4.86], [-1.00, 10.76, 2.05], [8.24, 1.27, -5.79], [-0.54, 13.15, 2.40], [-6.40, -7.85, -7.05], [-4.25, 5.55, -5.97], [-6.05, 2.78, 5.68], [-4.62, 5.99, -1.71], [0.84, 14.02, 0.19], [-7.72, -1.53, 3.21], [-3.99, 7.33, -3.21], [4.94, 4.68, -5.29], [6.48, -3.24, 2.77], [0.33, 15.52, 1.63], [-8.73, -8.19, -5.86], [-8.86, -7.23, -7.86], [-6.05, -4.40, -3.65], [5.76, -1.68, 1.40], [10.82, 2.01, -6.24], [4.25, 3.55, -3.45], [9.45, 2.55, -7.93], [4.07, 3.82, 4.72], [-2.11, 5.27, -7.61], [-5.88, 7.76, -2.23], [-8.50, -9.46, -7.62], [-2.29, 3.59, -6.35], [0.86, 9.10, 1.16], [-1.15, 8.14, 1.27], [2.56, 2.28, 4.52], [-1.54, 5.37, -5.56], [-5.01, 4.49, 3.99], [-5.59, -1.22, 2.87], [3.92, 2.58, -5.43], [-4.77, -4.10, -5.27], [9.43, 3.62, -5.95], [0.13, 8.44, 3.13], [-4.69, 4.92, 6.10], [2.04, 14.25, 2.06], [-3.47, 3.38, 5.27], [3.45, 3.00, 2.76], [-4.03, -4.87, -3.38], [4.33, -2.94, 2.50], [-7.02, 0.15, 2.05], [-6.07, -0.42, 5.86], [6.96, -0.74, 4.13], [6.30, 1.89, 3.40], [8.78, 0.92, -4.49], [-5.80, -9.08, -6.66], [4.99, -1.79, 5.21], [-7.23, 3.59, 5.68], [-6.81, 4.69, -3.37], [-1.78, 10.78, 3.26], [-4.93, 4.98, -7.09], [-6.07, -7.43, -8.39], [-5.33, -7.72, -3.87], [-0.62, 13.57, 3.82], [0.29, 0.15, 1.31], [-6.67, 6.61, -4.93], [-3.96, -6.92, -5.77], [-4.12, 6.98, -6.07], [7.28, 3.40, -3.65], [-5.58, 2.21, 6.89], [-8.15, 0.84, 5.11], [-1.77, 10.88, 0.80], [6.06, 1.27, -3.77], [5.46, 1.19, 5.65], [8.07, 0.09, -6.60], [-1.88, 13.36, 1.76], [-1.80, 1.45, -0.46], [-0.96, -2.21, 6.78], [0.23, 11.66, 2.14], [-6.43, -6.61, -5.79], [-5.91, 1.69, 4.41], [4.51, 0.13, 3.55], [4.81, -6.43, -3.44], [-4.58, 4.92, -4.71], [6.87, 2.35, -5.92], [-3.09, 1.32, -1.22], [-5.04, 6.82, -2.66], [-1.51, -2.94, 5.51], [-1.03, 2.66, -1.06], [3.00, -7.51, -2.02], [0.91, -1.71, 8.34], [-6.75, -0.63, 3.15], [-0.22, -2.28, 9.16], [-1.47, -0.78, 6.71], [-1.25, -2.90, 8.18], [-1.09, -4.49, 5.39], [-4.67, 3.99, 5.21], [4.73, 3.43, -4.73], [5.18, -4.13, -4.12], [0.46, 0.24, -0.11], [5.49, -2.35, 2.53], [9.59, 2.45, -6.59], [3.84, -7.62, -3.26], [5.39, -6.51, -4.89], [-2.46, 4.88, -6.38], [-1.87, -5.19, 4.24], [0.76, 14.32, 1.51], [-0.25, 8.95, 1.89], [-0.97, 0.14, -0.70], [0.59, -2.12, 6.88], [5.99, -6.52, -2.41], [-4.98, -4.91, -4.25], [5.88, -5.05, -5.23], [-2.23, 1.68, 1.02], [3.70, 2.71, 4.02], [4.16, -4.99, -3.39], [-8.32, -8.20, -7.13], [1.85, -8.51, -1.93], [4.04, -4.61, -2.38], [4.41, -8.54, -3.33], [-1.10, -5.07, 6.31], [-1.70, 3.50, -1.24], [3.18, -4.94, -3.87], [1.10, -8.37, -1.15], [-0.62, -1.40, 9.67], [-0.03, -4.29, 5.29], [1.09, -0.62, -0.33], [2.16, -9.56, -1.90], [1.24, -8.49, -2.83], [-0.84, 0.00, -1.77], [-0.91, -0.04, 7.29], [0.98, -1.60, 6.00], [0.12, -3.01, 9.90], [3.68, -7.84, -1.23], [-3.78, 0.77, -0.59], [-1.58, -0.70, -0.37], [5.49, -4.79, -6.21], [6.44, -7.51, -2.49], [1.12, 0.34, 1.76], [-2.96, -5.20, 4.29], [1.01, 1.15, -0.35], [-1.47, -0.43, 5.68], [1.10, -0.65, 8.50], [-0.67, 2.37, -2.05], [2.68, -6.51, -1.73], [-1.47, -4.91, 3.26], [6.97, -4.98, -5.19], [1.92, -2.07, 8.54], [0.88, -3.16, 6.75], [-1.53, -6.22, 4.32], [-3.57, 2.30, -1.30], [-2.88, 0.93, 1.46], [3.16, -7.70, -4.11], [6.82, -5.84, -2.61], [4.56, -3.42, -4.66], [-0.99, -3.96, 8.16], [-2.57, -2.76, 5.66], [-2.85, 2.57, 0.94], [-0.23, 2.92, -0.37], [-1.40, 1.90, 1.70], [6.14, -7.27, -5.09], [-2.52, -0.82, 7.01], [5.49, -6.28, -1.47], [-2.32, -2.73, 8.32], [-2.82, 0.84, -2.17], [-0.95, -2.41, 4.74], [4.57, -6.70, -5.58], [5.93, -3.54, -3.59]]}

=====

# 4
{"formula": "C33H51BrO6", "method": "ωB97M-V with the def2-TZVPD basis set", "gap_ev": 7.38, "smiles": "CCCCCCCCCCCCC1=C([C@@H](Br)CC)C(=O)c2ccccc2C1=O.CCOC(C)=O.CCOC(C)=O", "total_charge": 0, "lumo_ev": -1.76, "elements": ["Br", "O", "O", "O", "O", "O", "O", "C", "C", "C", "C", "C", "C", "C", "C", "C", "C", "C", "C", "C", "C", "C", "C", "C", "C", "C", "C", "C", "C", "C", "C", "C", "C", "C", "C", "C", "C", "C", "C", "C", "H", "H", "H", "H", "H", "H", "H", "H", "H", "H", "H", "H", "H", "H", "H", "H", "H", "H", "H", "H", "H", "H", "H", "H", "H", "H", "H", "H", "H", "H", "H", "H", "H", "H", "H", "H", "H", "H", "H", "H", "H", "H", "H", "H", "H", "H", "H", "H", "H", "H", "H"], "positions_angstrom": [[-4.42, 1.02, -1.09], [1.26, 0.00, -2.37], [3.37, 0.97, 5.74], [4.04, -0.09, 7.59], [-3.21, -3.12, -2.91], [-9.21, -0.37, -6.34], [-10.93, 1.03, -6.02], [2.98, -1.06, 2.75], [0.59, -2.50, -2.00], [-0.56, -5.05, -2.22], [4.76, 1.91, 0.40], [4.13, 0.92, 6.70], [-7.51, -1.49, -5.00], [4.68, 0.47, 9.88], [5.11, 2.03, 6.97], [2.92, 3.02, -2.88], [2.13, -3.06, -1.97], [-9.77, 0.72, -5.77], [3.85, 0.32, 2.39], [4.87, 2.02, -1.27], [-4.94, -1.82, -0.53], [2.34, -4.69, -2.11], [-3.70, -0.76, -0.47], [4.99, -0.34, 8.64], [-5.85, -1.54, -1.91], [0.37, -0.86, -1.87], [-7.81, -0.70, -6.26], [-8.99, 1.48, -4.74], [-1.07, -0.41, -1.13], [-2.33, -1.24, -1.25], [1.00, -5.65, -2.22], [-0.69, 2.30, -1.23], [3.03, -1.43, 4.36], [0.83, 2.92, -1.06], [-0.97, 0.99, -0.24], [4.13, 3.37, -1.82], [-2.23, -2.64, -2.15], [-0.78, -3.42, -2.12], [1.44, 3.59, -2.45], [4.35, 0.36, 0.82], [0.84, 3.80, -0.26], [5.45, 2.43, 6.00], [-7.19, 0.19, -6.36], [4.39, 1.01, -1.67], [3.47, -0.08, 0.15], [3.65, 4.04, -0.96], [-9.21, 1.08, -3.75], [-1.55, 3.12, -1.11], [-4.62, -2.95, -0.45], [6.02, -0.19, 8.28], [-5.69, -1.63, 0.38], [-6.46, -1.79, -4.98], [-7.59, -1.32, -7.13], [5.81, 2.24, 0.80], [-3.44, -0.61, 0.69], [1.61, 2.08, -0.74], [1.22, -6.82, -2.32], [4.94, 4.06, -2.33], [6.00, 1.71, 7.50], [0.00, 0.87, 0.45], [-1.89, 1.16, 0.46], [3.18, 1.29, 2.55], [2.80, -2.59, 4.50], [-6.41, -2.52, -2.28], [3.22, 3.52, -3.92], [3.65, 0.27, 10.21], [2.95, 1.86, -3.07], [-7.72, -0.91, -4.10], [5.37, 0.23, 10.69], [4.07, -1.14, 4.84], [2.98, -2.26, -1.85], [6.02, 1.96, -1.60], [4.79, 0.34, 3.10], [1.53, 4.76, -2.38], [4.74, 1.54, 9.68], [-1.49, -5.78, -2.31], [-5.16, -1.23, -2.83], [1.86, -0.95, 2.44], [-7.91, 1.47, -4.91], [3.89, 2.64, 0.75], [3.42, -1.98, 2.14], [-6.71, -0.74, -1.70], [5.31, -0.30, 0.68], [-0.74, 1.86, -2.34], [2.21, -0.79, 4.96], [0.69, 3.36, -3.34], [-9.29, 2.53, -4.78], [3.45, -5.08, -2.10], [4.61, 2.83, 7.52], [4.91, -1.41, 8.88], [-8.13, -2.39, -4.96]]}

=====

| no. | maximum force (hartree/bohr) |
| --- | --- |
| 1 | 0.0876 |
| 2 | 0.0975 |
| 3 | 0.1808 |
| 4 | 0.1575 |